Here is C31H43AsIrN3O3SSi3 as an isolated structure from the OMol25 dataset. Energies are from the ωB97M-V functional and the def2-TZVPD basis.

Each line ends with the Löwdin charge.
CARTESIAN COORDINATES (ANGSTROEM)
Ir1 -0.11 -0.12 -1.22  0.815
O1 1.78 0.53 -0.49  -0.243
C1 2.16 1.85 -0.99  -0.267
C2 0.81 2.66 -1.07  -0.566
O2 0.87 3.87 -1.19  0.081
O3 -0.28 1.98 -1.05  -0.227
C3 3.21 2.40 -0.03  -0.143
C4 3.33 3.76 0.27  -0.026
C5 4.32 4.20 1.14  -0.063
C6 5.20 3.30 1.72  -0.085
C7 5.10 1.96 1.41  -0.075
C8 4.12 1.51 0.54  -0.027
C9 2.72 1.75 -2.40  -0.132
C10 3.28 2.90 -2.98  -0.006
C11 3.78 2.85 -4.27  -0.059
C12 3.74 1.68 -5.00  -0.079
C13 3.18 0.54 -4.44  -0.063
C14 2.67 0.58 -3.14  -0.038
H1 2.46 -0.12 -0.72  0.063
H2 2.63 4.46 -0.16  0.107
H3 4.39 5.25 1.37  0.107
H4 5.97 3.65 2.40  0.103
H5 5.80 1.24 1.84  0.105
H6 4.08 0.45 0.32  0.115
H7 3.31 3.82 -2.42  0.117
H8 4.21 3.75 -4.70  0.108
H9 4.13 1.65 -6.01  0.105
H10 3.14 -0.38 -5.00  0.110
H11 2.23 -0.33 -2.75  0.024
N1 -1.79 -0.48 -2.20  -0.057
C15 -2.86 -0.55 -2.68  -0.373
N2 -3.93 -0.70 -3.34  0.096
C16 -5.14 -0.63 -2.83  -0.414
N3 -6.23 -0.58 -2.44  0.094
C17 -0.49 -0.05 4.31  -0.202
Si1 0.45 0.25 2.72  0.351
C18 1.79 -1.04 2.49  -0.198
C19 1.08 2.02 2.75  -0.187
As1 -1.13 -0.04 0.96  0.875
Si2 -2.68 1.82 1.06  0.361
C20 -3.53 1.96 -0.58  -0.196
C21 -1.79 3.39 1.54  -0.189
C22 -3.93 1.39 2.38  -0.209
Si3 -2.24 -2.13 1.42  0.356
C23 -3.11 -2.12 3.09  -0.199
C24 -3.50 -2.38 0.07  -0.194
C25 -0.91 -3.44 1.49  -0.202
H12 0.20 0.13 5.14  0.044
H13 -0.86 -1.07 4.40  0.006
H14 -1.33 0.64 4.42  0.028
H15 2.73 -0.69 2.91  0.035
H16 1.95 -1.29 1.44  0.001
H17 1.52 -1.97 3.00  0.029
H18 2.14 2.04 2.99  0.038
H19 0.54 2.57 3.52  0.034
H20 0.94 2.55 1.81  0.014
H21 -2.82 2.17 -1.38  0.028
H22 -4.25 2.79 -0.53  0.048
H23 -4.11 1.07 -0.82  0.013
H24 -1.02 3.67 0.83  0.021
H25 -1.36 3.33 2.54  0.018
H26 -2.54 4.19 1.56  0.046
H27 -4.37 0.40 2.23  0.011
H28 -4.74 2.12 2.33  0.042
H29 -3.51 1.43 3.39  0.026
H30 -3.68 -1.22 3.31  0.008
H31 -2.41 -2.30 3.91  0.013
H32 -3.81 -2.96 3.07  0.044
H33 -4.37 -1.74 0.21  0.038
H34 -3.84 -3.42 0.08  0.048
H35 -3.08 -2.18 -0.91  -0.013
H36 -0.51 -3.51 2.51  0.030
H37 -0.08 -3.22 0.82  -0.024
H38 -1.32 -4.41 1.21  0.044
S1 0.84 -2.16 -1.50  0.612
C26 -0.07 -3.63 -1.87  -0.626
C27 -1.27 -3.64 -2.57  -0.111
C28 -1.93 -4.85 -2.80  -0.075
C29 -1.39 -6.04 -2.34  -0.091
C30 -0.17 -6.03 -1.66  -0.090
C31 0.48 -4.83 -1.42  -0.147
H39 -1.69 -2.72 -2.95  0.072
H40 -2.86 -4.85 -3.34  0.109
H41 -1.90 -6.98 -2.52  0.101
H42 0.26 -6.95 -1.31  0.103
H43 1.41 -4.81 -0.88  0.100

Calculated values
M	889.17	g/mol
lowest unoccupied orbital energy (spin up / spin down)	-0.0439 / -0.0438	Eh
F_max	0.51	eV/A
energy relative to the best compared isomer or geometry (same formula, charge and spin)	13.24	kJ/mol
orbital gap (spin up / spin down)	6.7 / 6.7	eV

=====

Here is C31H43BN10O2PdS4 as an isolated structure from the OMol25 dataset. Energies are from the ωB97M-V functional and the def2-TZVPD basis.

Each line ends with the Löwdin charge.
CARTESIAN COORDINATES (ANGSTROEM)
Pd1 -0.62 -1.20 0.90  0.275
C1 4.57 2.19 -0.41  -0.043
C2 3.62 1.01 -0.21  -0.535
C3 4.40 -0.26 0.14  -0.044
C4 2.88 0.75 -1.52  -0.078
N1 2.74 1.33 0.95  -0.008
C5 3.31 1.44 2.22  -0.094
C6 2.30 1.50 3.10  -0.093
N2 1.11 1.43 2.41  0.026
B1 -0.20 1.12 3.22  -0.633
N3 -0.30 -0.34 3.60  -0.012
C7 -1.10 -0.68 4.68  -0.120
C8 -1.36 -2.00 4.64  -0.107
N4 -0.76 -2.53 3.50  -0.055
C9 -0.06 -1.49 2.82  -0.788
S1 1.54 -1.78 2.06  0.573
C10 -0.68 -3.98 3.26  -0.575
C11 -0.66 -4.31 1.77  -0.077
C12 0.56 -4.55 3.95  -0.058
C13 -1.94 -4.64 3.85  -0.066
N5 -1.44 1.75 2.47  0.020
C14 -1.44 3.11 2.31  -0.101
C15 -2.40 3.44 1.43  -0.088
N6 -3.02 2.26 1.04  -0.001
C16 -2.41 1.21 1.69  -0.682
S2 -2.80 -0.45 1.57  0.650
C17 -4.05 2.31 -0.04  -0.536
C18 -5.10 3.34 0.38  -0.053
C19 -4.76 1.00 -0.33  -0.098
C20 -3.34 2.75 -1.33  -0.032
C21 1.38 1.35 1.08  -0.674
S3 0.21 1.36 -0.14  0.761
H1 5.25 1.97 -1.24  0.078
H2 5.17 2.39 0.48  0.066
H3 4.01 3.09 -0.65  0.085
H4 5.01 -0.56 -0.72  0.081
H5 3.69 -1.06 0.36  0.043
H6 5.05 -0.13 1.00  0.069
H7 3.65 0.51 -2.27  0.091
H8 2.31 1.61 -1.86  0.017
H9 2.19 -0.09 -1.44  0.065
H10 4.37 1.43 2.38  0.101
H11 2.31 1.53 4.17  0.113
H12 -0.10 1.77 4.25  0.111
H13 -1.46 0.06 5.37  0.102
H14 -1.98 -2.58 5.30  0.087
H15 0.23 -3.92 1.28  0.009
H16 -1.53 -3.88 1.27  0.077
H17 -0.68 -5.40 1.66  0.077
H18 1.45 -4.08 3.54  0.031
H19 0.62 -5.64 3.80  0.073
H20 0.52 -4.35 5.03  0.075
H21 -2.83 -4.15 3.46  0.091
H22 -1.95 -4.61 4.94  0.063
H23 -1.95 -5.69 3.54  0.075
H24 -0.72 3.73 2.82  0.114
H25 -2.68 4.39 1.04  0.101
H26 -5.55 3.05 1.33  0.086
H27 -5.89 3.37 -0.38  0.078
H28 -4.70 4.35 0.48  0.062
H29 -5.28 0.62 0.55  0.061
H30 -4.09 0.23 -0.70  0.044
H31 -5.50 1.21 -1.11  0.084
H32 -2.79 3.68 -1.19  0.077
H33 -4.07 2.88 -2.12  0.089
H34 -2.65 1.97 -1.65  0.058
N7 2.48 3.28 -5.41  0.065
C22 1.48 2.36 -5.00  -0.332
C23 0.90 1.49 -5.92  -0.055
C24 -0.09 0.60 -5.52  -0.070
C25 -0.52 0.59 -4.21  -0.277
C26 0.05 1.46 -3.29  -0.102
C27 1.04 2.34 -3.68  -0.056
S4 -1.76 -0.57 -3.64  0.557
O1 -2.03 -1.46 -4.76  -0.359
O2 -2.87 0.24 -3.20  -0.349
N8 -1.13 -1.26 -2.37  -0.093
C28 0.01 -1.95 -2.44  -0.475
N9 0.69 -2.12 -3.61  0.120
C29 1.85 -2.75 -3.55  -0.181
C30 2.40 -3.24 -2.39  -0.100
C31 1.64 -3.04 -1.24  -0.198
N10 0.48 -2.42 -1.25  0.090
H35 3.05 2.91 -6.15  0.067
H36 3.07 3.55 -4.64  0.069
H37 1.24 1.51 -6.95  0.095
H38 -0.52 -0.11 -6.22  0.103
H39 -0.26 1.41 -2.25  -0.034
H40 1.49 3.00 -2.94  0.102
H41 2.37 -2.86 -4.51  0.092
H42 3.36 -3.75 -2.37  0.074
H43 1.99 -3.36 -0.26  0.060

Calculated values
charge	-2
M	833.25	g/mol
lowest unoccupied orbital energy	0.1585	Eh
F_max	0.59	eV/A
energy relative to the best compared isomer or geometry (same formula, charge and spin)	7.99	kJ/mol
orbital gap	4.7	eV

=====

Here is C31H43BrCaN6O3S3Te as an isolated structure from the OMol25 dataset. Energies are from the ωB97M-V functional and the def2-TZVPD basis.

Each line ends with the Löwdin charge.
CARTESIAN COORDINATES (ANGSTROEM)
Ca1 0.41 -1.42 -0.13  1.023
O1 -1.24 0.94 -3.61  -0.069
C1 -1.73 2.04 -3.10  -0.355
C2 -2.19 3.10 -3.92  -0.042
C3 -2.71 4.26 -3.37  -0.134
C4 -2.81 4.41 -1.99  -0.137
C5 -2.37 3.37 -1.18  -0.070
C6 -1.81 2.21 -1.70  -0.105
C7 -1.28 1.14 -0.76  -0.410
O2 -0.89 -0.02 -1.45  -0.244
N1 -0.12 1.69 -0.08  -0.036
N2 0.32 0.81 1.00  -0.106
C8 0.88 1.56 1.95  -0.289
C9 1.71 1.33 3.00  -0.144
Br1 1.80 -1.96 2.67  -0.218
C10 1.84 1.42 4.32  -0.154
C11 0.72 1.48 5.27  -0.218
C12 -0.60 1.23 4.89  -0.025
C13 -1.64 1.31 5.80  -0.092
C14 -1.40 1.64 7.13  -0.124
C15 -0.09 1.88 7.53  -0.121
C16 0.95 1.80 6.62  -0.065
H1 -0.99 0.30 -2.53  0.026
H2 -2.12 2.97 -4.99  0.100
H3 -3.05 5.05 -4.03  0.085
H4 -3.24 5.31 -1.56  0.078
H5 -2.45 3.46 -0.10  0.109
H6 -2.06 0.86 -0.02  0.112
H7 -0.39 2.58 0.33  0.085
H8 0.79 2.65 1.82  0.123
H9 2.83 1.40 4.78  0.081
H10 -0.80 0.94 3.87  0.087
H11 -2.65 1.09 5.47  0.096
H12 -2.21 1.69 7.84  0.084
H13 0.13 2.13 8.56  0.086
H14 1.97 1.97 6.94  0.097
C17 -2.57 -0.95 2.53  -0.444
S1 -2.36 -2.02 1.10  0.717
C18 -3.69 -1.40 0.07  -0.411
H15 -2.35 0.09 2.29  0.018
H16 -1.87 -1.30 3.29  -0.053
H17 -3.59 -1.04 2.93  0.034
H18 -4.65 -1.60 0.54  0.031
H19 -3.63 -1.93 -0.88  -0.036
H20 -3.60 -0.33 -0.13  0.021
Te1 0.17 -3.47 3.96  -0.138
S2 -3.11 -3.59 -3.03  0.517
C19 -1.62 -3.06 -3.60  -0.877
N3 -1.51 -2.09 -4.53  0.013
C20 -0.24 -1.58 -5.03  -0.184
C21 0.84 -1.72 -3.98  -0.179
C22 0.87 -3.16 -3.50  -0.184
N4 -0.47 -3.62 -3.18  0.027
H21 -2.35 -1.56 -4.67  0.110
H22 -0.39 -0.53 -5.29  0.100
H23 0.04 -2.14 -5.93  0.112
H24 0.64 -1.05 -3.15  0.077
H25 1.81 -1.43 -4.39  0.114
H26 1.46 -3.26 -2.59  0.077
H27 1.31 -3.81 -4.27  0.115
H28 -0.57 -4.17 -2.34  0.069
C23 4.05 3.06 1.51  -0.017
C24 3.44 2.54 0.25  -0.288
C25 2.89 3.31 -0.73  0.010
C26 2.33 2.64 -1.85  -0.314
N5 2.42 1.35 -2.03  0.123
C27 2.97 0.58 -1.06  -0.827
S3 3.13 -1.08 -1.19  0.616
N6 3.44 1.20 0.08  0.112
C28 1.58 3.43 -2.87  -0.013
H29 4.08 4.15 1.50  0.080
H30 5.07 2.67 1.63  0.088
H31 3.45 2.69 2.35  0.055
H32 2.85 4.38 -0.64  0.112
H33 3.68 0.60 0.85  0.136
H34 1.98 4.44 -2.97  0.075
H35 0.54 3.50 -2.53  0.081
H36 1.57 2.91 -3.83  0.087
C29 1.99 -5.38 0.37  -0.077
C30 0.80 -4.88 -0.45  -0.645
C31 -0.48 -5.59 -0.02  -0.072
O3 0.67 -3.52 -0.34  -0.526
H37 2.15 -6.46 0.25  0.062
H38 1.81 -5.16 1.43  0.041
H39 2.90 -4.85 0.06  0.068
H40 1.01 -5.17 -1.51  0.108
H41 -0.68 -5.35 1.03  0.052
H42 -0.41 -6.68 -0.13  0.066
H43 -1.33 -5.24 -0.61  0.050

Calculated values
charge	-2
M	891.51	g/mol
lowest unoccupied orbital energy	0.1493	Eh
F_max	0.92	eV/A
energy relative to the best compared isomer or geometry (same formula, charge and spin)	41.02	kJ/mol
orbital gap	5.4	eV